DFT (the ωB97M-V functional and the def2-TZVPD basis) results for C2H4N4O in the gas phase in a non-equilibrium geometry.

Bonds (Å) are listed after each position.
Geometry (Å):
1 C -0.313 -0.744 0.285  N2 1.454, N3 1.377, N8 1.264
2 N -0.138 0.620 0.757  C1 1.454, O7 1.488, N9 1.455
3 N 0.956 -1.269 0.181  C1 1.377, C4 1.382
4 C 1.833 -0.240 -0.104  N3 1.382, O7 1.369, H10 1.050
5 H -1.235 -2.178 -0.326  N8 1.036
6 H -1.449 2.230 0.194  N9 1.026
7 O 1.192 0.939 0.171  N2 1.488, C4 1.369
8 N -1.454 -1.253 0.090  C1 1.264, H5 1.036
9 N -0.851 1.482 -0.174  N2 1.455, H6 1.026, H11 1.086
10 H 2.861 -0.364 -0.283  C4 1.050
11 H -1.402 0.778 -0.791  N9 1.086

- 2S+1: 1
- LUMO level: 0.107 eV
- Structure (SMILES): [H]/N=c1\ncon1N
- Total charge: 0